[1]
Below is a molecular structure, C37H48CrN4OP2S at a distorted geometry, with properties calculated with wB97M-V/def2-TZVPD.

The lowest unoccupied orbital energy (alpha / beta) is -3.14 / -3.15 eV. The spin multiplicity is 2. The value obtained for the molecular weight is 710.829 g mol⁻¹. Its energy relative to the best compared isomer or geometry (same formula, charge and spin) is 0.682 eV. Its HOMO energy (alpha / beta) is -9.18 / -9.25 eV. Its charge is +1.

Atoms and positions in Å:
1 Cr -0.31804 -0.10831 -0.18396
2 C -1.41875 -4.45302 -1.38914
3 C -0.18484 -3.82867 -0.73765
4 C 0.96959 -4.83342 -0.72420
5 P 0.28576 -2.17971 -1.43632
6 C 0.20750 -2.22746 -3.28077
7 C 0.73167 -3.48979 -3.97529
8 C -1.19249 -1.90625 -3.80841
9 C 2.00956 -1.92678 -1.01094
10 C 3.10385 -2.12867 -1.84999
11 C 4.38452 -1.82203 -1.43385
12 C 4.54993 -1.27692 -0.16556
13 C 3.47384 -1.05014 0.66776
14 C 2.16209 -1.39215 0.28337
15 N 0.98954 -1.13991 1.02659
16 C 1.18413 -0.72155 2.35050
17 C 2.13675 -1.30848 3.20104
18 C 2.42052 -0.76358 4.43528
19 C 1.74904 0.37214 4.88682
20 C 0.71773 0.87593 4.12014
21 C 0.40676 0.32730 2.87297
22 P -1.13008 0.59010 1.97534
23 C -2.34625 -0.34297 3.04252
24 C -3.78256 0.11218 2.76938
25 C -2.07884 -0.40040 4.54686
26 C -1.72161 2.34737 2.01727
27 C -0.91263 3.31384 1.15403
28 C -1.91763 2.98296 3.39698
29 H -1.79580 -5.25026 -0.74527
30 H -1.17082 -4.90883 -2.34739
31 H -2.23512 -3.75450 -1.55416
32 H -0.41645 -3.57650 0.30216
33 H 1.24157 -5.14821 -1.73165
34 H 0.66066 -5.72509 -0.17499
35 H 1.85829 -4.43213 -0.23960
36 H 0.86474 -1.39141 -3.55094
37 H 0.02640 -4.31331 -3.87359
38 H 1.69318 -3.83190 -3.60135
39 H 0.84040 -3.29427 -5.04391
40 H -1.87877 -2.73771 -3.63959
41 H -1.15044 -1.73116 -4.88493
42 H -1.61569 -1.01781 -3.34152
43 H 2.95770 -2.52488 -2.84462
44 H 5.23212 -1.99424 -2.08165
45 H 5.53976 -0.99676 0.17288
46 H 3.65333 -0.58053 1.62148
47 H 2.67066 -2.18656 2.86453
48 H 3.17479 -1.22851 5.05723
49 H 1.99409 0.81931 5.83969
50 H 0.12209 1.68894 4.50992
51 H -2.24070 -1.36801 2.68499
52 H -3.98558 1.07473 3.24005
53 H -4.48729 -0.60768 3.18839
54 H -4.00897 0.20712 1.70607
55 H -2.16111 0.56816 5.03737
56 H -1.10127 -0.81535 4.77899
57 H -2.83198 -1.05371 4.99257
58 H -2.71027 2.24769 1.54905
59 H 0.09151 3.44743 1.56075
60 H -1.40753 4.28701 1.16300
61 H -0.80737 2.98309 0.12497
62 H -0.96584 3.33132 3.79768
63 H -2.37833 2.32711 4.13057
64 H -2.55817 3.86093 3.29541
65 N -4.50350 -0.35210 -1.47747
66 C -5.11214 -1.61409 -1.26324
67 C -6.30741 -1.92330 -1.88542
68 C -6.88458 -3.17127 -1.68477
69 C -6.25071 -4.10872 -0.88653
70 C -5.04064 -3.79783 -0.27997
71 C -4.47894 -2.54188 -0.45075
72 S -3.01703 -2.12443 0.43164
73 N -2.40449 -0.81636 -0.48600
74 C -3.17796 -0.12679 -1.24841
75 C -2.52217 0.99754 -1.99256
76 C -3.17652 1.81836 -2.89553
77 C -2.42307 2.74469 -3.60682
78 C -1.05760 2.79910 -3.40306
79 C -0.48281 1.95068 -2.46680
80 N -1.20332 1.07730 -1.76754
81 H -4.97094 0.25149 -2.12921
82 H -6.79376 -1.19411 -2.52189
83 H -7.82520 -3.40719 -2.16232
84 H -6.69285 -5.08311 -0.73374
85 H -4.54339 -4.53248 0.34134
86 H -4.24103 1.76029 -3.06687
87 H -2.90423 3.40297 -4.31688
88 H -0.43122 3.49291 -3.94501
89 H 0.57393 1.97092 -2.24303
90 C 2.05923 1.81248 0.20431
91 O 0.79938 1.26905 -0.06968
92 H 2.05755 2.86671 -0.09135
93 H 2.82654 1.27764 -0.35739
94 H 2.30314 1.74646 1.27027


[2]
Below is 12 unconnected molecules or ions with the total composition C37H49Cl4F5O30 at a distorted geometry, with properties calculated with wB97M-V/def2-TZVPD.

The lowest unoccupied orbital energy is -0.38 eV. The value obtained for the molecular weight is 1210.571 g mol⁻¹. Its energy relative to the best compared isomer or geometry (same formula, charge and spin) is 0.000 eV. As for the SMILES: O=C1OC[C@@H](F)O1.O=C1OC[C@@H](F)O1.O=C1OC[C@@H](F)O1.O=C1OC[C@@H](F)O1.O=C1OC[C@@H](F)O1.C[C@H]1COC(=O)O1.C[C@H]1COC(=O)O1.C[C@H]1COC(=O)O1.C[C@H]1COC(=O)O1.C[C@H]1COC(=O)O1.ClCCl.ClCCl. Its HOMO energy is -10.61 eV.

Atoms and positions in Å:
1 C -4.59410 -0.45389 -2.70979
2 C -4.46168 0.85917 -3.41847
3 C -3.02335 1.34725 -3.69452
4 O -3.03494 1.75868 -5.06019
5 C -4.13143 1.21955 -5.66999
6 O -4.32896 1.27211 -6.83648
7 O -4.95396 0.65945 -4.77356
8 H -4.54097 -0.37943 -1.62265
9 H -3.86659 -1.18078 -3.06202
10 H -5.61621 -0.81744 -2.83504
11 H -5.05366 1.66556 -2.98610
12 H -2.29347 0.54485 -3.55837
13 H -2.76557 2.17049 -3.03059
14 C 1.10976 2.05329 -6.34253
15 C 0.36477 2.35360 -5.05833
16 C 1.13082 2.03719 -3.75483
17 O 1.27643 3.32254 -3.14655
18 C 0.70571 4.28312 -3.90103
19 O 0.78491 5.44381 -3.68634
20 O 0.05394 3.73871 -4.95849
21 H 1.55159 1.05316 -6.31144
22 H 1.96723 2.71753 -6.49880
23 H 0.44642 2.16018 -7.19767
24 H -0.57021 1.79610 -5.12155
25 H 2.13120 1.65694 -3.95495
26 H 0.54472 1.38787 -3.11372
27 C 5.07297 -4.51286 1.15384
28 C 3.91076 -4.36338 0.21961
29 C 3.12466 -5.64229 -0.10718
30 O 1.81450 -5.39574 0.41223
31 C 1.72153 -4.11984 0.85393
32 O 0.70799 -3.63248 1.23506
33 O 2.91142 -3.50592 0.79101
34 H 4.80378 -5.00014 2.08937
35 H 5.41374 -3.50856 1.41941
36 H 5.90303 -5.00933 0.65282
37 H 4.23420 -3.91431 -0.71729
38 H 3.53627 -6.52016 0.39834
39 H 3.05932 -5.89934 -1.16432
40 C 6.38657 2.36666 -2.05653
41 C 5.23257 1.41835 -1.90166
42 C 5.62622 -0.06382 -1.76732
43 O 4.82396 -0.52948 -0.67569
44 C 4.28322 0.52250 -0.01899
45 O 3.63474 0.43590 0.97170
46 O 4.56224 1.67663 -0.64854
47 H 6.90192 2.19085 -3.01074
48 H 7.15340 2.19814 -1.30050
49 H 6.07090 3.40600 -2.10646
50 H 4.49131 1.53708 -2.69498
51 H 6.67582 -0.17458 -1.49530
52 H 5.35868 -0.62388 -2.65708
53 C 0.55088 2.41803 5.75331
54 C -0.47230 1.40677 6.22480
55 C -1.73416 1.27863 5.36393
56 O -1.98682 -0.13878 5.42383
57 C -0.93733 -0.78243 5.98057
58 O -0.88215 -1.95542 6.15597
59 O 0.04120 0.08716 6.32888
60 H -0.00238 3.33601 5.54142
61 H 1.04923 2.03744 4.86035
62 H 1.26160 2.66171 6.53975
63 H -0.77275 1.70979 7.23698
64 H -1.57302 1.59671 4.33873
65 H -2.56580 1.81437 5.80955
66 C -1.67753 -3.22938 -1.48104
67 Cl -2.59044 -4.35243 -2.51304
68 Cl -2.74424 -2.40346 -0.35034
69 H -0.91195 -3.76943 -0.94582
70 H -1.25085 -2.48438 -2.14280
71 C 3.53670 -1.65255 3.41580
72 Cl 4.25355 -3.01869 4.26560
73 Cl 1.79047 -1.55394 3.64024
74 H 3.97817 -0.70221 3.69182
75 H 3.71644 -1.78383 2.35402
76 C 2.71429 -1.51527 -4.80797
77 C 2.71826 -2.96820 -4.37167
78 O 1.83939 -2.96318 -3.28875
79 C 1.86668 -1.71784 -2.71463
80 O 1.39539 -1.44837 -1.66789
81 O 2.46871 -0.84361 -3.56003
82 F 3.97235 -3.31034 -3.92630
83 H 1.86080 -1.32531 -5.46109
84 H 3.65689 -1.19065 -5.23307
85 H 2.38720 -3.71228 -5.08803
86 C -0.10447 -0.32295 0.80471
87 C -0.61228 0.84454 -0.01686
88 O -1.95245 0.98890 0.45173
89 C -1.98460 0.55468 1.73197
90 O -2.88262 0.73330 2.49358
91 O -0.89374 -0.16812 1.99886
92 F -0.67350 0.64735 -1.35914
93 H 0.93867 -0.24769 1.10219
94 H -0.23420 -1.30173 0.35506
95 H -0.04786 1.74920 0.20193
96 C -6.54733 0.87749 2.03561
97 C -5.95006 0.44318 0.71067
98 O -6.20474 1.53959 -0.12707
99 C -7.19300 2.30720 0.42190
100 O -7.68856 3.23536 -0.11242
101 O -7.48977 1.87855 1.66656
102 F -6.62869 -0.64864 0.20536
103 H -5.74814 1.28551 2.66136
104 H -7.04631 0.08031 2.57856
105 H -4.91122 0.13378 0.77595
106 C -3.34301 -3.27737 4.13077
107 C -4.13964 -2.11245 3.60358
108 O -5.46745 -2.50319 3.84640
109 C -5.52599 -3.85033 4.06081
110 O -6.51763 -4.47310 4.22084
111 O -4.28263 -4.36513 4.06117
112 F -3.96210 -1.92542 2.25629
113 H -3.06053 -3.12331 5.17247
114 H -2.43002 -3.53936 3.60420
115 H -3.97570 -1.16649 4.10750
116 C 2.10595 5.83051 2.26201
117 C 1.53701 4.66460 3.04146
118 O 1.16265 3.76508 2.05083
119 C 0.95362 4.46500 0.87842
120 O 0.48345 3.98755 -0.09191
121 O 1.43900 5.70576 1.00281
122 F 0.38997 5.08143 3.69942
123 H 3.16713 5.68701 2.05208
124 H 1.92002 6.78725 2.73572
125 H 2.19617 4.22190 3.78078


[3]
Below is a molecular structure, C37H49FeN6O5PSi at a distorted geometry, with properties calculated with wB97M-V/def2-TZVPD.

The lowest unoccupied orbital energy (alpha / beta) is -1.86 / -2.64 eV. The spin multiplicity is 6. The value obtained for the molecular weight is 772.741 g mol⁻¹. Its energy relative to the best compared isomer or geometry (same formula, charge and spin) is 1.111 eV. Its HOMO energy (alpha / beta) is -9.91 / -9.89 eV. Its charge is +1.

Atoms and positions in Å:
1 Fe 0.10770 0.01644 0.65275
2 C -0.91714 7.72684 -1.74250
3 O -0.35043 6.50731 -1.28076
4 C 0.72894 6.58524 -0.45403
5 C 1.29300 7.76085 0.00567
6 C 2.37381 7.71449 0.88500
7 C 2.86261 6.49720 1.31410
8 C 2.29888 5.31024 0.84808
9 C 1.25160 5.34277 -0.05964
10 N 0.59583 4.21637 -0.60367
11 C 0.89036 2.89509 -0.41744
12 N 2.18682 2.60524 -0.41734
13 C 2.81146 1.37412 -0.18950
14 C 2.16551 0.18198 0.07388
15 C 2.97356 -0.93659 0.30761
16 C 4.35345 -0.87657 0.24495
17 C 4.98659 0.32836 -0.03152
18 C 4.21468 1.44709 -0.23419
19 O 4.73550 2.68810 -0.51442
20 C 5.88316 3.07590 0.24209
21 N -0.04878 1.96807 -0.39101
22 C -1.36912 2.53683 -0.39929
23 C -2.18814 2.33910 -1.49602
24 C -3.46258 2.90103 -1.56228
25 C -3.91018 3.67978 -0.50845
26 C -3.10268 3.89061 0.60798
27 C -1.83601 3.31998 0.67072
28 O -0.98426 3.46880 1.70578
29 C -1.34564 4.37867 2.73983
30 H -1.75268 7.45113 -2.37776
31 H -0.19094 8.29875 -2.32208
32 H -1.27846 8.33041 -0.90825
33 H 0.90069 8.71617 -0.31245
34 H 2.81866 8.63804 1.23115
35 H 3.67922 6.45339 2.02328
36 H 2.66957 4.36702 1.22505
37 H -0.33431 4.41383 -0.93982
38 H 2.82767 3.36131 -0.60725
39 H 2.53868 -1.88674 0.54420
40 H 4.94330 -1.76980 0.41343
41 H 6.06470 0.39035 -0.08196
42 H 6.75090 2.46746 -0.00916
43 H 5.67713 2.99425 1.31108
44 H 6.08830 4.11021 -0.01882
45 H -1.79725 1.75166 -2.31982
46 H -4.08078 2.75028 -2.43914
47 H -4.88916 4.14212 -0.54777
48 H -3.46668 4.50142 1.42131
49 H -0.51450 4.38476 3.43840
50 H -2.24892 4.04883 3.25628
51 H -1.49214 5.38338 2.33757
52 C -5.45353 -0.85921 -1.49732
53 N -4.24883 -0.65639 -0.71695
54 C -4.21154 0.02376 0.57131
55 C -2.71604 0.12876 0.78377
56 O -2.11672 0.63285 1.71257
57 N -2.05492 -0.43844 -0.26847
58 C -2.98768 -0.84696 -1.12669
59 N -2.67734 -1.39111 -2.30731
60 H -6.29389 -0.97496 -0.81754
61 H -5.38346 -1.77457 -2.08523
62 H -5.65217 -0.01760 -2.16380
63 H -4.68376 -0.56125 1.36241
64 H -4.66339 1.01517 0.52981
65 H -1.70548 -1.54382 -2.52120
66 H -3.37466 -1.74654 -2.93458
67 C -0.26522 1.18506 4.81577
68 Si 1.16161 0.66724 3.75559
69 C 2.25897 2.12716 3.40638
70 C 2.12808 -0.66060 4.61501
71 O 0.63102 0.08192 2.31003
72 H 0.07618 1.75308 5.68546
73 H -0.82048 0.31349 5.17380
74 H -0.96042 1.80516 4.24322
75 H 2.67578 2.56394 4.31816
76 H 1.68568 2.90274 2.88403
77 H 3.08656 1.82008 2.75641
78 H 2.48878 -0.32154 5.59066
79 H 2.99680 -0.95689 4.01780
80 H 1.50675 -1.54726 4.77657
81 C -1.10939 -4.18769 -0.12350
82 P 0.01703 -2.77484 0.14639
83 C 0.96718 -3.40902 1.58984
84 C 1.08741 -2.95818 -1.32083
85 C 1.09034 -1.93538 -2.26708
86 C 1.88924 -2.01399 -3.40087
87 C 2.69316 -3.12560 -3.59695
88 C 2.68356 -4.16298 -2.67011
89 C 1.88091 -4.08191 -1.54316
90 H -0.53186 -5.11070 -0.06180
91 H -1.57202 -4.12351 -1.10819
92 H -1.89468 -4.20761 0.63363
93 H 1.70947 -4.15466 1.30371
94 H 0.25576 -3.86837 2.27966
95 H 1.45137 -2.59141 2.11838
96 H 0.49871 -1.04069 -2.09838
97 H 1.89775 -1.20099 -4.11625
98 H 3.33229 -3.18591 -4.46864
99 H 3.30221 -5.03674 -2.82902
100 H 1.89063 -4.89737 -0.82822